Entry from the OMol25 dataset: C12H23N4OPd as an isolated structure at a distorted geometry (ωB97M-V/def2-TZVPD).

The LUMO energy is -5.99 eV. Its net charge is +1. For the HOMO energy, the calculation gives -11.6 eV.

XYZ file:
```
41
C12H23N4OPd, DFT ωB97M-V/def2-TZVPD
N -0.28079 2.24288 1.50345
C 2.83207 1.79708 0.41765
N -3.90872 -1.57561 0.83545
C -3.42224 -2.26147 -0.11489
H -0.65702 -1.87147 -0.04315
C 3.84490 -0.30408 1.50759
H -2.89889 -2.42241 -1.99358
H 4.92536 1.22918 0.52702
H 0.84909 -0.05670 1.18236
Pd -3.47548 0.98046 0.67657
N -3.31554 -1.71313 -1.40503
H 4.10728 0.07419 2.49041
H 0.79568 -1.36300 -0.82767
H -0.92570 -1.45306 -2.43452
H 4.55714 -1.09637 1.29048
H 4.00732 0.22877 -0.53920
C 1.95511 1.64920 -0.83881
H 1.97933 0.62905 -1.20693
H 2.24415 1.76690 1.33131
C -2.52012 -0.49021 -1.43278
H -0.68205 0.24570 -2.24354
H -2.69920 0.05539 -0.49742
C -1.44354 2.26055 1.93618
H 0.60271 3.25050 -0.38669
O -2.54130 2.19984 2.23768
H -3.93619 -2.11988 1.68954
H 3.29589 2.77784 0.36126
C -0.08092 0.04426 0.62551
C -0.17988 -1.01176 -0.50731
C 0.52734 2.21860 -0.71160
H 2.41811 2.25260 -1.61488
H -0.87480 -0.20950 1.33378
H -2.42524 -3.67443 0.89355
H -2.91774 0.12497 -2.23949
C -0.28947 1.48471 0.30243
H 0.07491 2.26213 -1.69949
H -2.36173 -3.88779 -0.70186
H 2.86876 -0.78633 1.55532
C 3.95720 0.75153 0.41318
N -2.97315 -3.59222 0.04871
C -1.03266 -0.63688 -1.72059
```

Atom charges from the Löwdin analysis, given in e for atoms 1 to 5: N 0.20; C -0.19; N 0.11; C -0.54; H 0.10

Entry from the OMol25 dataset: one molecule with the formula C12H23NO at a distorted geometry (ωB97M-V/def2-TZVPD).

The LUMO energy is 0.90 eV. Its relative energy (zero: lowest compared OMol25 entry of this formula, charge and spin) is 0.0 kcal/mol. For the HOMO energy, the calculation gives -9.5 eV. The SMILES is O=C1CCCCCCCCCCCN1.

XYZ file:
```
37
C12H23NO, DFT ωB97M-V/def2-TZVPD
H -3.42318 -0.45294 1.36255
H -1.21435 1.96233 -1.58834
C 1.25340 2.26447 -0.28978
C -2.60687 0.23471 -0.47454
H -1.84455 -0.09087 -1.17494
H 0.91378 0.86438 1.41490
H -3.74392 -1.57688 -0.12048
H -1.40554 -3.68268 -0.43844
H -2.32569 -2.56181 1.59634
H 3.56425 0.53299 0.95197
N 2.68901 0.41468 0.47009
H -2.07737 3.28644 -0.70897
H 2.13606 2.12789 1.56822
C -2.03670 1.32903 0.33240
H 0.78914 -0.79306 -1.51421
C 1.68734 1.40364 0.86064
C 0.41291 -2.52543 -0.26532
H 2.15762 2.97574 -0.45147
C -1.41566 2.45159 -0.58232
C -2.99214 -0.94611 0.43787
H 0.31416 -0.37614 0.05232
H -0.90954 -1.39608 1.39696
H -0.23404 3.54271 0.88092
H -1.16894 0.95847 0.97400
C -1.81807 -1.89395 0.85588
H -0.09661 3.98952 -0.85594
O 3.34936 -1.62787 -0.25041
H 1.10132 1.71086 -1.21027
H 0.69806 -3.00312 0.69460
C 2.43860 -0.80659 -0.10513
H -1.44272 -2.30703 -1.42762
C 0.95096 -1.10788 -0.50103
C -1.14147 -2.63643 -0.39468
C -0.07347 3.11411 -0.14122
H -2.67679 1.72479 1.05272
H 0.84607 -3.13505 -1.15290
H -3.52814 0.53270 -0.98598
```

Atom charges from the Löwdin analysis, given in e for atoms 1 to 5: H 0.12; H 0.12; C -0.19; C -0.25; H 0.09

Entry from the OMol25 dataset: C12H24AuClI2N2OP2 as an isolated structure at a distorted geometry (ωB97M-V/def2-TZVPD).

The LUMO energy (spin up / spin down) is -9.76 / -11.40 eV. Its net charge is +2. Its relative energy (zero: lowest compared OMol25 entry of this formula, charge and spin) is 26.0 kcal/mol. For the HOMO energy (spin up / spin down), the calculation gives -14.0 / -15.1 eV. As for the multiplicity: 3.

XYZ file:
```
45
C12H24AuClI2N2OP2, DFT ωB97M-V/def2-TZVPD
H -4.02079 -0.74946 1.41374
H 0.30867 -2.31797 2.22149
C 3.08450 -1.01247 1.08696
H -1.02570 -5.56380 -1.15461
C 3.07892 1.79569 0.56599
C -1.37353 -6.62644 1.29452
C -2.97380 1.83399 0.59927
O -1.66946 -7.41220 0.39706
H 2.56084 0.95340 -2.20559
C -0.82858 -4.88527 -0.33290
H -0.65223 -3.28189 -1.72738
N -1.54215 -6.93420 2.61449
P 2.34801 0.23524 0.02797
H 2.77858 -2.01828 0.79981
I 0.01683 1.32452 -3.68865
H 2.76967 -0.86077 2.12268
H 4.17829 -0.94601 1.04295
H -2.48746 0.76992 -2.15927
C -0.42705 -4.29528 1.93576
C -0.04870 -3.02936 1.47654
H -2.76630 2.54304 -0.20980
N -0.11810 -2.66712 0.18375
C 2.96861 0.09841 -1.65127
C -2.95676 -0.97311 1.25447
H -2.52847 -0.99392 -1.89405
Cl 0.01061 0.97088 2.06506
H 4.06745 0.10469 -1.64143
C -2.90854 -0.02735 -1.52968
C -0.84579 -5.25837 1.00877
H -0.40601 -4.52438 2.99415
H 4.16680 1.66862 0.67325
H 2.55996 -0.82396 -2.09320
C -0.53905 -3.58103 -0.67509
H -2.44302 -0.94282 2.21895
H 2.62599 2.10628 1.51114
H -1.26318 -6.36860 3.39830
Au 0.04965 0.04534 -0.21497
H -2.51002 2.17289 1.53174
I 0.09198 -1.31278 -2.78840
H -4.06298 1.71174 0.71376
P -2.25616 0.24346 0.12509
H -1.77029 -7.88555 2.82604
H -2.85559 -1.98432 0.85414
H -4.00788 0.01264 -1.50036
H 2.88772 2.54565 -0.20789
```

Atom charges from the Löwdin analysis, given in e for atoms 1 to 5: H 0.08; H 0.11; C -0.23; H 0.14; C -0.23

Entry from the OMol25 dataset: C12H24BCrF2O6 as an isolated structure at a distorted geometry (ωB97M-V/def2-TZVPD).

The LUMO energy (spin up / spin down) is -2.28 / -2.28 eV. Its net charge is +1. For the HOMO energy (spin up / spin down), the calculation gives -10.6 / -11.6 eV. As for the multiplicity: 5.

XYZ file:
```
46
C12H24BCrF2O6, DFT ωB97M-V/def2-TZVPD
H -1.93437 -0.54440 -0.42373
C 1.93363 1.92808 -1.26960
H -3.07367 -2.35244 1.55264
H -1.91032 -1.06092 3.31805
F 2.10418 -3.04723 -0.53159
H 0.90287 -0.48996 -3.51529
F 1.53398 -3.25242 1.58872
H -1.44892 3.38464 -1.02298
C -0.87956 -1.72793 -1.88373
H 0.71016 2.13758 3.02524
H -1.42334 3.02525 1.48760
H 2.74751 2.36906 -1.86082
C -0.02123 1.37582 2.72922
H 0.67717 1.75024 -3.03019
H 1.91705 2.41224 -0.29048
H -0.61572 -2.79207 -1.98697
H 0.17628 3.31683 0.77126
H 1.53346 -0.12696 3.02274
H -2.24365 1.89731 -0.46100
C -1.97570 -2.32167 1.57928
C -1.27672 2.39977 -0.56691
H -1.92957 -0.15904 1.78804
H -2.86221 -1.92318 -1.06352
O -0.10504 -1.02041 2.31343
H 1.52920 -2.03257 -2.87082
O 0.26959 -0.96795 -1.61209
H -1.35267 -1.37424 -2.81272
H 3.05683 0.23973 -2.82303
C 0.61225 2.17260 -2.02252
B 1.51025 -2.44753 0.51873
O -0.51696 1.57243 -1.40990
C -1.51765 -1.04526 2.29071
H 0.45836 3.25300 -2.12325
O 2.20759 0.57487 -0.96406
O -0.20436 1.36032 1.32365
H -1.59566 -3.18700 2.12930
C 1.27262 -0.99799 -2.61283
O -1.41989 -2.46215 0.29726
H 0.17189 -0.21524 4.19238
C -0.65716 2.60827 0.82121
C -1.86368 -1.59666 -0.72511
H -0.97883 1.62043 3.21246
C 0.45275 -0.02064 3.14823
C 2.52304 -0.29333 -2.03320
H 3.17674 -1.04979 -1.58899
Cr 0.32948 -0.88951 0.39519
```

Atom charges from the Löwdin analysis, given in e for atoms 1 to 5: H 0.12; C -0.15; H 0.15; H 0.16; F 0.15

Entry from the OMol25 dataset: C12H24BeBr4FKLiMgN3O6 as an isolated structure at a distorted geometry (ωB97M-V/def2-TZVPD).

The LUMO energy is -2.45 eV. Its relative energy (zero: lowest compared OMol25 entry of this formula, charge and spin) is 120.5 kcal/mol. For the HOMO energy, the calculation gives -6.0 eV.

XYZ file:
```
54
C12H24BeBr4FKLiMgN3O6, DFT ωB97M-V/def2-TZVPD
O -4.54736 1.46622 -4.00925
H -0.58684 -0.29653 -2.94727
H 2.69659 -0.65220 0.32471
C 1.18134 -2.01395 -0.69714
H -5.81230 0.23337 -2.89584
Br -0.50020 -1.36875 2.36517
K -7.51230 0.45154 -3.38599
Be 2.03980 -2.28143 1.69170
H -3.29532 -0.75009 -4.32447
H -0.67366 2.37458 -0.55496
H 0.68798 -2.19070 0.37393
C -2.01302 -1.67150 3.55825
C 5.14948 0.44987 -0.49355
N 1.37217 0.63136 -0.92356
H -0.71239 -2.80484 -1.70374
F 3.68770 2.80437 3.39325
H 4.43404 0.67139 0.41154
C 2.11930 -0.66772 -0.72000
H 5.93123 1.34998 -0.52670
H 2.53047 -0.51140 -2.95729
H -2.87566 -0.79516 5.32817
H 0.61485 -2.19094 -2.91508
Li 1.78770 -0.14079 5.61595
H 1.51000 3.64416 -0.80313
Mg -1.21230 -3.25740 8.12577
H -2.02843 -2.74014 3.78941
H 5.73880 -0.54661 -0.30142
O 0.76961 3.70728 -0.22775
H 1.89929 -2.95455 -0.85438
H 3.53336 -1.90007 -2.16858
O -4.57219 -1.99943 -3.24301
Br 3.87299 2.14032 -2.66307
O 2.16375 2.83160 4.90357
N -0.71857 -0.64123 -1.94934
H -1.64237 0.23830 4.56128
C -0.12152 0.44014 -1.06513
C 4.39964 0.31199 -1.94551
H -5.75834 -0.14410 -4.55854
H 5.22893 -0.07689 -2.71139
C -1.92631 -0.79382 4.78503
Br -0.61550 -1.48225 6.05467
C -3.99409 -0.81194 -3.47164
C 3.18342 -0.78617 -1.99918
O 1.24277 4.57584 3.97063
O 0.15436 2.82641 4.68882
N -0.92190 1.35611 -0.37038
H -1.66020 1.08215 0.31557
C -5.12603 0.28320 -3.75980
C 0.06572 -1.93447 -1.89665
H 1.62677 1.36542 -0.22642
C 1.18992 3.47255 4.49208
Br -5.71230 1.50730 -5.78599
H -3.37595 -0.39070 -2.65899
H -2.89692 -1.41968 2.96560
```

Atom charges from the Löwdin analysis, given in e for atoms 1 to 5: O -0.28; H 0.15; H 0.05; C -0.25; H -0.02